(1)
Density functional theory data (ωB97M-V with the def2-TZVPD basis set) for a structure of composition C8H25CdNO6.

Values from the calculation:
HOMO level, eV: -6.50
Max |F|, eV/A: 2.4
LUMO, eV: -2.09

Each line ends with the Löwdin charge.
Positions of all 41 atoms, in Å:
Cd  -20.54550  -8.61516  16.62296  1.41
C  -22.08834  -4.34805  16.43307  -0.37
O  -21.54569  -5.55473  16.89791  -0.45
H  -22.29807  -3.55540  17.15129  0.05
H  -21.40016  -3.76850  15.81774  0.03
H  -22.96017  -4.51840  15.80142  0.05
C  -23.44494  -11.78607  16.82286  -0.40
O  -23.02247  -10.53350  17.11981  -0.39
H  -24.50215  -11.82318  17.08557  0.07
H  -23.29674  -12.21988  15.83395  0.04
H  -22.90918  -12.53792  17.40232  0.04
C  -17.47611  -8.61787  22.94107  -0.07
O  -18.68136  -8.97844  22.21610  -0.24
C  -19.34171  -7.99982  21.33541  -0.17
C  -20.07129  -8.85255  20.26204  -0.18
N  -19.06975  -9.10053  19.17896  -0.08
C  -18.50382  -10.49902  19.24166  -0.17
C  -17.96882  -11.06314  17.94838  -0.25
O  -18.80635  -10.71236  16.86016  -0.29
C  -18.20130  -11.27784  15.63516  -0.08
H  -17.39936  -9.48785  23.59325  0.09
H  -17.56586  -7.64911  23.43255  0.09
H  -16.72079  -8.61313  22.15520  0.08
H  -18.56266  -7.33359  20.96484  0.11
H  -20.15109  -7.41975  21.77872  0.12
H  -20.89333  -8.29098  19.81823  0.10
H  -20.47684  -9.76175  20.70589  0.12
H  -18.34402  -8.45895  19.46495  0.07
H  -19.34431  -11.12357  19.54434  0.12
H  -17.71833  -10.45032  19.99579  0.12
H  -17.93536  -12.15263  17.94639  0.13
H  -16.94490  -10.70863  17.83002  0.12
H  -18.51385  -12.28308  15.35249  0.09
H  -17.14984  -11.55518  15.71014  0.08
H  -18.30315  -10.58282  14.80169  0.08
O  -17.86503  -7.43144  15.83795  -0.10
H  -17.06968  -7.65481  15.35447  0.03
H  -17.64889  -6.61725  16.29248  0.04
O  -20.98647  -8.84505  13.78616  -0.11
H  -20.30467  -8.93780  13.12074  0.03
H  -21.75390  -9.27117  13.40445  0.05

(2)
Density functional theory data (ωB97M-V with the def2-TZVPD basis set) for a structure of composition C8H26B2O29Rb.

Values from the calculation:
Charge: -1
HOMO level, eV: -6.44
Max |F|, eV/A: 9.2
LUMO, eV: 0.78

Each line ends with the Löwdin charge.
Positions of all 66 atoms, in Å:
Rb  1.81586  -3.98741  -3.46583  1.08
O  -0.43114  -2.30641  -3.66383  0.01
C  -1.27014  -1.63441  -3.09183  -0.45
O  -1.68814  -0.48941  -3.50483  0.29
B  -2.94614  -0.14241  -2.79183  -0.82
O  -2.98114  -1.12741  -1.73783  0.27
C  -1.98414  -1.93641  -1.94783  -0.40
O  -1.71114  -2.89541  -1.19983  0.16
O  -4.14914  -0.23341  -3.64383  0.32
C  -4.65314  0.87959  -3.69183  -0.54
O  -5.71614  1.14359  -4.12483  0.19
C  -3.87714  1.83759  -2.95383  -0.42
O  -2.97414  1.24259  -2.28283  0.27
O  -4.32414  2.87359  -2.52583  0.15
O  -0.26314  3.09859  -0.35383  0.14
C  -0.13914  1.96659  -0.69883  -0.44
O  0.96586  1.59759  -1.09883  0.34
B  1.14786  0.18059  -0.78483  -0.76
O  -0.13514  -0.17541  -0.15083  0.30
C  -0.79814  0.87859  -0.09683  -0.42
O  -1.95714  0.83059  0.32017  0.15
O  2.31786  -0.13541  0.09517  0.30
C  3.17686  -0.66241  -0.63183  -0.48
O  4.30586  -0.84241  -0.32883  0.15
C  2.63686  -0.96241  -1.92183  -0.46
O  1.46986  -0.57441  -2.01083  0.32
O  3.15386  -1.74941  -2.71483  -0.01
O  -1.41014  2.87659  2.84917  -0.01
H  -1.55514  3.42859  2.09917  0.00
H  -0.66014  3.41459  3.11617  0.04
O  0.71186  4.58859  1.75517  -0.03
H  0.52986  4.20659  0.88217  0.01
H  1.50886  4.12259  1.92117  0.02
O  3.31786  -3.99741  -0.91383  -0.06
H  3.70686  -4.83641  -0.83883  0.04
H  3.90786  -3.51841  -0.39183  -0.01
O  4.53286  0.37759  2.27517  -0.02
H  4.79986  -0.38641  2.78517  0.03
H  4.65086  0.11459  1.40217  -0.04
O  0.72886  -3.14641  0.29517  -0.04
H  1.63286  -3.27541  0.04117  -0.03
H  0.74486  -2.49841  1.04417  0.01
O  -4.14014  -0.61841  0.68417  -0.05
H  -3.40414  -0.26041  0.21517  -0.04
H  -4.26314  -1.50141  0.28917  0.06
O  3.25386  -2.62341  2.11317  -0.05
H  2.66586  -1.86941  2.12717  -0.01
H  3.40086  -2.71941  3.08917  0.09
O  -4.52014  2.16459  0.00617  -0.05
H  -3.62314  2.44359  0.15917  -0.02
H  -4.63614  2.36559  -0.94183  0.00
O  -1.90714  -1.43241  2.19117  -0.05
H  -2.29514  -0.85941  1.53817  -0.03
H  -0.96614  -1.27041  2.12317  -0.03
O  -2.52614  4.35559  0.44917  -0.01
H  -1.66914  4.25059  0.01617  0.02
H  -2.61314  5.27959  0.50617  0.03
O  0.89786  -1.30041  2.38617  -0.09
H  0.90286  -0.32941  2.38317  0.01
H  0.95486  -1.71741  3.29517  0.13
O  5.84786  -2.63441  0.91117  -0.04
H  5.53986  -1.92541  0.41317  -0.05
H  5.07386  -2.89441  1.41117  -0.01
O  0.66886  1.28059  2.51817  -0.03
H  -0.18214  1.80459  2.54117  0.03
H  1.39886  1.86559  2.25717  0.07

(3)
Density functional theory data (ωB97M-V with the def2-TZVPD basis set) for a structure of composition C8H26CaN8O6.

Values from the calculation:
HOMO level, eV: -6.42
Max |F|, eV/A: 2.2
LUMO, eV: 0.56

Each line ends with the Löwdin charge.
Positions of all 49 atoms, in Å:
Ca  0.04985  -0.10575  -0.28799  1.41
C  2.68799  -2.79137  2.60573  -0.12
C  1.44237  -1.93699  2.27689  -0.52
O  1.35246  -1.59275  0.94944  -0.45
H  2.64548  -3.19007  3.62828  0.05
H  3.56916  -2.15526  2.72513  0.05
H  2.79057  -3.62813  1.91801  0.06
H  1.52502  -1.03536  2.91649  0.06
H  0.52617  -2.46553  2.58397  0.09
C  -3.05206  2.83484  -2.24533  -0.11
C  -2.05357  1.66840  -2.29318  -0.50
O  -1.09256  1.64596  -1.28942  -0.46
H  -2.56402  3.80201  -2.36877  0.06
H  -3.73410  2.79378  -1.39743  0.06
H  -3.62776  2.72766  -3.17302  0.06
H  -1.60947  1.73750  -3.30333  0.07
H  -2.57782  0.69897  -2.28276  0.07
C  1.79855  1.96434  2.00390  -0.66
O  1.27665  1.44188  1.02493  -0.06
N  1.23497  2.99690  2.66591  0.17
N  2.97593  1.55533  2.54032  0.18
H  0.40826  3.51046  2.42557  0.12
H  1.71454  3.30420  3.49322  0.09
H  3.39928  2.08113  3.27856  0.10
H  3.42872  0.78997  2.06790  0.12
C  -1.97223  0.26070  2.55897  -0.64
O  -1.67950  -0.01403  1.40384  -0.04
N  -3.15837  0.76689  2.97383  0.16
N  -1.02400  0.33763  3.53380  0.17
H  -3.22911  1.14585  3.89662  0.09
H  -3.92465  0.83848  2.32868  0.11
H  -1.09666  0.78056  4.42853  0.10
H  -0.09480  0.07018  3.24115  0.07
C  1.90504  0.11808  -2.95277  -0.62
O  1.35877  -0.50159  -2.03919  -0.09
N  1.48579  1.31601  -3.42433  0.18
N  3.15301  -0.16417  -3.43970  0.15
H  0.56692  1.61690  -3.10845  0.08
H  1.79142  1.49599  -4.36259  0.10
H  3.48641  -1.11171  -3.41360  0.11
H  3.69842  0.59923  -3.78476  0.10
C  -1.61303  -2.69263  -1.91718  -0.64
O  -1.34545  -1.73958  -1.18356  -0.07
N  -2.62575  -2.54216  -2.79675  0.16
N  -0.89807  -3.83562  -2.06391  0.18
H  -2.74596  -1.56028  -2.99966  0.10
H  -3.04505  -3.26468  -3.34946  0.10
H  -1.28712  -4.54728  -2.65152  0.10
H  -0.22065  -4.02491  -1.34101  0.12